Entry 1:
The following is a DFT calculation (wB97M-V/def2-TZVPD) of C6H13FeN2O10P2 as an isolated structure.

Structure (XYZ):
```
34
Properties=species:S:1:pos:R:3
Fe -0.19268 -0.74735 0.72175
N 0.06948 -2.65681 0.33560
C 1.54385 -2.86013 0.36269
C 2.03873 -2.06429 1.55814
O 2.91198 -2.46758 2.29730
N 1.34021 -0.89731 1.68633
C 1.09951 -0.38476 3.03209
C -0.35558 -0.72803 3.37930
O -0.79142 -0.69991 4.50101
O -1.06419 -1.06761 2.30875
H -0.36370 -3.15810 1.10862
H -0.35236 -2.98814 -0.52537
H 1.95562 -2.44970 -0.55622
H 1.82256 -3.90606 0.46777
H 1.21591 0.69878 3.05781
H 1.78195 -0.82566 3.75644
C -1.30430 2.73782 -2.56805
C -0.50576 1.92969 -1.56312
O 0.65736 2.66252 -1.17549
P 0.12641 0.35139 -2.22342
O -1.00039 -0.37387 -3.05196
O 1.16069 0.68978 -3.36111
O 0.70964 -0.46057 -1.10903
P -1.44016 1.35690 -0.09143
O -2.58027 2.42009 0.16992
O -1.95126 -0.02596 -0.44538
O -0.42978 1.26432 1.03334
H -0.70266 2.94019 -3.45432
H -1.59023 3.68372 -2.11144
H -2.20645 2.20824 -2.87327
H 0.88430 2.39042 -0.27058
H -1.71870 -0.59522 -2.42738
H 1.85074 1.29584 -3.05461
H -2.61904 2.72740 1.08531
```

## Properties
highest occupied orbital energy (spin up / spin down): -8.86 / -9.11 eV
multiplicity: 2
Kohn-Sham gap (spin up / spin down): 8.8521 / 8.7900 eV
⟨S²⟩: 0.771
electronic energy: -3045.0612 a.u.
LUMO level (spin up / spin down): -0.0059 / -0.3239 eV

***

Entry 2:
The following is a DFT calculation (wB97M-V/def2-TZVPD) of an isolated ion of composition C6H13IN and charge +1.

Structure (XYZ):
```
21
Properties=species:S:1:pos:R:3
C -0.92245 2.59733 0.21282
C -0.54023 1.62293 -0.55495
C 1.83959 -1.03827 -0.09174
C 1.07310 -0.61438 1.11634
C -0.39592 -0.67937 1.02068
C -1.08429 -0.04852 -0.22135
N -0.70114 -0.87186 -1.44650
I -3.32512 0.01235 0.14235
H -0.54549 3.60417 0.02748
H -1.54252 2.72685 1.06153
H 0.16027 1.69612 -1.34821
H 1.69387 -0.35737 -0.95089
H 2.87177 -0.89194 0.18055
H 1.72822 -2.14178 -0.35431
H 1.48460 -1.07766 1.99869
H 1.22771 0.50172 1.34338
H -0.79689 -0.18269 1.86946
H -0.69865 -1.83092 1.06758
H -1.27663 -1.63152 -1.78506
H 0.23252 -1.18832 -1.08479
H -0.48234 -0.20688 -2.20306
```

## Properties
highest occupied orbital energy: -13.39 eV
Kohn-Sham gap: 9.4922 eV
SMILES: C=C[C@]([NH3+])(I)CCC
energy relative to the best compared isomer or geometry (same formula, charge and spin): 2.021 eV
charge: +1
electronic energy: -588.5211 a.u.
LUMO level: -3.8985 eV

***

Entry 3:
The following is a DFT calculation (wB97M-V/def2-TZVPD) of C6H13LuMgO5 as an isolated structure.

Structure (XYZ):
```
26
Properties=species:S:1:pos:R:3
O -0.41450 -0.72510 -0.58651
C -1.63459 -1.41884 -0.45620
C -2.64386 -0.59362 0.32780
O -2.62652 0.74159 -0.19960
C -3.61057 1.60055 0.37189
Mg -0.75837 1.24199 -0.81422
H -1.49373 -2.38097 0.06263
H -2.03361 -1.63529 -1.46081
H -2.38103 -0.54193 1.39650
H -3.65654 -1.00936 0.22589
H -3.41126 2.61641 0.01591
H -4.60862 1.28110 0.04444
H -3.54641 1.56703 1.46883
O 0.70459 0.99783 0.76217
C 0.68719 -0.28520 0.91380
O 1.80093 -1.00361 0.78059
C 3.06498 -0.36925 0.80010
O 3.23574 0.47244 -0.31293
C 3.47968 -0.20743 -1.56294
Lu 2.22573 2.35796 -0.33725
H 0.01204 -0.67850 1.68345
H 3.80419 -1.17622 0.76735
H 3.16855 0.21673 1.72027
H 3.62025 0.56784 -2.32276
H 4.39801 -0.79829 -1.46914
H 2.61774 -0.83785 -1.81924
```

## Properties
highest occupied orbital energy (spin up / spin down): -19.98 / -20.56 eV
multiplicity: 2
Kohn-Sham gap (spin up / spin down): 7.3053 / 6.4619 eV
⟨S²⟩: 0.751
charge: +3
electronic energy: -2047.0985 a.u.
LUMO level (spin up / spin down): -12.6709 / -14.0993 eV

***

Which value of electronic energy does entry 3 give?
-2047.0985 a.u.

***

Repeat the third record exactly.
The following is a DFT calculation (wB97M-V/def2-TZVPD) of C6H13LuMgO5 as an isolated structure.

Structure (XYZ):
```
26
Properties=species:S:1:pos:R:3
O -0.41450 -0.72510 -0.58651
C -1.63459 -1.41884 -0.45620
C -2.64386 -0.59362 0.32780
O -2.62652 0.74159 -0.19960
C -3.61057 1.60055 0.37189
Mg -0.75837 1.24199 -0.81422
H -1.49373 -2.38097 0.06263
H -2.03361 -1.63529 -1.46081
H -2.38103 -0.54193 1.39650
H -3.65654 -1.00936 0.22589
H -3.41126 2.61641 0.01591
H -4.60862 1.28110 0.04444
H -3.54641 1.56703 1.46883
O 0.70459 0.99783 0.76217
C 0.68719 -0.28520 0.91380
O 1.80093 -1.00361 0.78059
C 3.06498 -0.36925 0.80010
O 3.23574 0.47244 -0.31293
C 3.47968 -0.20743 -1.56294
Lu 2.22573 2.35796 -0.33725
H 0.01204 -0.67850 1.68345
H 3.80419 -1.17622 0.76735
H 3.16855 0.21673 1.72027
H 3.62025 0.56784 -2.32276
H 4.39801 -0.79829 -1.46914
H 2.61774 -0.83785 -1.81924
```

## Properties
highest occupied orbital energy (spin up / spin down): -19.98 / -20.56 eV
multiplicity: 2
Kohn-Sham gap (spin up / spin down): 7.3053 / 6.4619 eV
⟨S²⟩: 0.751
charge: +3
electronic energy: -2047.0985 a.u.
LUMO level (spin up / spin down): -12.6709 / -14.0993 eV

***

Which of these has the highest electronic energy?
C6H13IN

***

Which of these has the highest electronic energy?
C6H13IN